Entry 1:
Here is one molecule with the formula C3H6N4O in a non-equilibrium geometry from OMol25. Energies are from wB97M-V/def2-TZVPD.

The geometry in XYZ format:
```
14
Properties=species:S:1:pos:R:3:forces:R:3:lowdin_charge:R:1
C 2.05758 0.21656 0.27648 -3.07 4.47 3.48 -0.2825
C 0.50988 0.17992 0.17375 1.07 -1.14 -0.91 -0.2915
C -1.56877 -0.36704 -0.01643 -0.40 -0.70 1.51 -0.4580
H 3.58288 -0.38716 -0.91392 -1.36 -0.60 0.77 0.1145
H 2.48010 -1.63374 -0.51073 -0.11 0.49 0.18 0.0942
H 2.28450 1.26909 0.07921 0.25 -0.12 -1.30 0.1257
H 2.38613 0.33160 1.32180 -1.25 -0.38 0.82 0.1209
H -2.72752 -1.89198 0.16746 0.26 0.38 -0.50 0.0511
H -1.99808 1.34589 -0.82331 1.03 0.37 1.50 0.1720
N 2.83091 -0.71427 -0.26733 3.83 -3.19 -3.92 -0.0003
N -0.23902 -0.86237 0.23601 -0.68 0.45 0.03 0.1841
N -2.73402 -0.90102 -0.10002 1.66 0.22 0.34 0.1136
N -1.44541 1.06221 0.04440 -2.90 -0.44 -2.51 0.0587
O -0.11092 1.33722 -0.16434 1.67 0.18 0.50 -0.0025
```
Positions in Å, forces in eV/Å.

Its net charge is 0. The largest force on an atom is 6.4 eV Å⁻¹. The calculation puts the HOMO energy at -9.32 eV. As for the relative energy (zero: lowest compared OMol25 entry of this formula, charge and spin): 78.2 kcal per mole. The SMILES is [H]/N=c1\nc(CN)o[nH]1. Its total energy is -412.08430 a.u. The value obtained for the HOMO-LUMO gap is 0.37082 Eh.



Entry 2:
Here is one molecule with the formula C3H6N4O in a non-equilibrium geometry from OMol25. Energies are from wB97M-V/def2-TZVPD.

The geometry in XYZ format:
```
14
Properties=species:S:1:pos:R:3:forces:R:3:lowdin_charge:R:1
N 0.57668 0.85617 0.46951 1.11 0.00 -0.16 -0.0009
C -0.38622 -1.54002 1.04717 1.30 -1.15 -1.87 -0.4179
C 0.31618 0.17099 -0.58245 -1.34 0.46 0.69 -0.4055
N 0.70833 2.23215 0.36853 -0.17 -0.04 -0.41 0.0015
N -0.20326 0.65298 -1.76542 0.45 0.18 0.08 0.1423
C 0.19384 -1.27396 -0.29791 0.23 0.49 1.78 -0.1158
O -1.16660 -1.73527 -0.02468 -1.30 -0.20 -0.14 0.0827
N -0.26946 -1.83249 2.24199 0.17 0.00 0.57 0.1724
H 0.91744 2.59646 1.28944 -0.24 -0.04 -0.17 0.0757
H -0.10829 2.68629 -0.03612 0.00 0.00 0.09 0.0755
H -0.50466 -0.02790 -2.44192 0.21 0.22 -0.16 0.0958
H 0.16292 1.53524 -2.08817 -0.07 -0.11 -0.25 0.0859
H -1.06012 -2.33356 2.63992 -0.24 0.29 -0.12 0.0640
H 0.82322 -1.98707 -0.81988 -0.10 -0.09 0.05 0.1444
```
Positions in Å, forces in eV/Å.

Its net charge is 0. The largest force on an atom is 2.5 eV Å⁻¹. The calculation puts the HOMO energy at -8.55 eV. As for the relative energy (zero: lowest compared OMol25 entry of this formula, charge and spin): 81.4 kcal per mole. The SMILES is [H]/N=C1\O[C@H]1/C(N)=N/N. Its total energy is -412.07929 a.u. The value obtained for the HOMO-LUMO gap is 0.34397 Eh.



Entry 3:
Here is a 2-piece molecular cluster, C3H6N4O overall in a non-equilibrium geometry from OMol25. Energies are from wB97M-V/def2-TZVPD.

The geometry in XYZ format:
```
14
Properties=species:S:1:pos:R:3:forces:R:3:lowdin_charge:R:1
C -2.41925 -0.23170 -0.90412 2.17 0.42 -0.87 -0.1622
C 2.31468 -0.44146 0.20001 -2.47 2.85 -2.79 -0.0476
C 1.37349 -0.16776 1.28535 0.98 -0.43 0.89 -0.3353
N -1.35771 -0.27269 -1.70779 -1.27 -0.92 -0.18 0.0032
N -2.12883 0.70583 0.01809 -1.71 0.22 1.00 0.0166
N -0.50214 0.62002 -1.26378 1.44 0.71 -0.89 -0.0823
N -0.90902 1.24459 -0.24857 -1.69 0.18 0.48 -0.0136
O 0.18599 -0.25837 1.23514 -0.71 -0.80 0.26 0.0073
H -3.24549 -0.87293 -1.16312 -0.39 0.31 0.88 0.1118
H 2.19672 -1.36918 -0.23889 -1.28 -1.94 -1.24 0.0569
H 2.01938 0.39763 -0.58987 0.80 -1.84 1.21 0.1336
H 3.32516 -0.47090 0.33148 2.76 0.90 1.33 0.0358
H 1.84810 0.13060 2.20327 0.30 0.56 1.06 0.1042
H -2.70107 0.98632 0.84280 1.04 -0.22 -1.15 0.1716
```
Positions in Å, forces in eV/Å.

Its net charge is 0. The largest force on an atom is 4.7 eV Å⁻¹. The calculation puts the HOMO energy at -9.67 eV. As for the relative energy (zero: lowest compared OMol25 entry of this formula, charge and spin): 79.6 kcal per mole. The SMILES is c1nnn[nH]1.CC=O. Its total energy is -412.08215 a.u. The value obtained for the HOMO-LUMO gap is 0.38831 Eh.



Entry 4:
Here is one molecule with the formula C3H6N4O in a non-equilibrium geometry from OMol25. Energies are from wB97M-V/def2-TZVPD.

The geometry in XYZ format:
```
14
Properties=species:S:1:pos:R:3:forces:R:3:lowdin_charge:R:1
C -2.41909 -1.46124 0.06960 1.69 2.70 1.52 0.0047
C -0.82752 1.77773 -0.09860 -0.23 -3.69 0.27 -0.1524
C 2.32119 0.10939 -0.12808 -2.74 -2.88 2.75 -0.2659
H -2.15092 -2.56085 -0.06674 -0.73 1.69 0.15 0.0783
H -3.37303 -1.02935 0.89647 3.00 -1.42 -3.11 0.1746
H -1.33616 2.69218 -0.07910 -0.63 1.12 -0.31 0.1003
H 0.33590 -0.52329 -0.08794 1.67 3.08 1.69 0.1482
H 2.76109 1.02851 -0.22031 1.96 2.10 -0.81 0.0717
H 3.79310 -1.04569 -0.20035 -0.13 -0.19 -0.14 0.0307
N -1.43721 -0.62262 -0.34421 -4.21 -2.30 1.24 -0.0897
N 0.41487 1.67032 0.03033 0.85 -1.68 0.25 0.0396
N 0.95950 0.36183 0.34212 -0.90 -2.49 -3.12 -0.0475
N 2.78783 -1.09811 -0.02940 -0.51 2.48 -0.66 0.0613
O -1.82954 0.70119 -0.08380 0.91 1.48 0.27 -0.1538
```
Positions in Å, forces in eV/Å.

Its net charge is 0. The largest force on an atom is 5.0 eV Å⁻¹. The calculation puts the HOMO energy at -8.90 eV. As for the relative energy (zero: lowest compared OMol25 entry of this formula, charge and spin): 146.0 kcal per mole. The SMILES is [H]/N=C/N/N=C\ON=C. Its total energy is -411.97634 a.u. The value obtained for the HOMO-LUMO gap is 0.33649 Eh.



Entry 5:
Here is one molecule with the formula C3H6N4O2 in a non-equilibrium geometry from OMol25. Energies are from wB97M-V/def2-TZVPD.

The geometry in XYZ format:
```
15
Properties=species:S:1:pos:R:3:forces:R:3:lowdin_charge:R:1
C 0.64171 -0.94875 0.65824 -4.62 3.64 0.14 -0.1575
C -1.14571 -0.44429 0.84442 0.87 -1.79 1.49 -0.4407
C 0.39857 -0.59180 -0.73328 4.13 -0.61 -2.56 -0.4335
N 1.32521 1.51536 -0.42101 0.66 -0.05 0.21 -0.0099
N -1.21540 0.73710 1.47256 0.30 0.06 -0.04 0.1735
N -0.17007 -1.56412 -1.54942 0.27 0.04 0.02 0.1200
N 0.89986 0.49211 -1.27901 -1.96 -0.66 0.93 0.0180
O 1.35406 -0.75203 1.58168 0.89 -0.94 -0.30 0.1490
O -2.05514 -1.19154 0.55828 -0.07 0.34 0.02 0.0354
H 1.57709 2.30517 -1.00234 -0.08 -0.11 0.02 0.0778
H 2.14484 1.27151 0.12901 0.07 -0.12 -0.04 0.0788
H -0.38457 1.32092 1.45279 -0.42 -0.03 0.28 0.0914
H -2.06637 0.99121 1.95816 0.15 0.24 -0.33 0.1196
H -1.03761 -1.93049 -1.17713 -0.04 -0.06 0.08 0.0793
H -0.26646 -1.21037 -2.49293 -0.15 0.04 0.08 0.0987
```
Positions in Å, forces in eV/Å.

Its net charge is 0. The largest force on an atom is 5.9 eV Å⁻¹. The calculation puts the HOMO energy (spin up / spin down) at -8.15 / -8.15 eV. As for the relative energy (zero: lowest compared OMol25 entry of this formula, charge and spin): 84.2 kcal per mole. The SMILES is N/N=C(/N)C(=O)C(N)=O. Its total energy is -487.31868 a.u. The value obtained for the HOMO-LUMO gap (spin up / spin down) is 0.27709 / 0.27712 Eh.



Entry 6:
Here is C3H6N4O2 as an isolated structure in a non-equilibrium geometry from OMol25. Energies are from wB97M-V/def2-TZVPD.

The geometry in XYZ format:
```
15
Properties=species:S:1:pos:R:3:forces:R:3:lowdin_spin:R:1
C 1.62130 -0.63859 -0.03807 1.95 3.96 -1.30 0.3396
C -0.30236 -1.70615 0.09972 -1.09 2.16 0.49 0.0833
C -0.58893 -0.13317 0.10038 -1.06 -0.23 -0.16 0.0554
N 1.17631 -1.78235 -0.11805 -3.19 -4.07 0.70 0.3866
N 0.78124 0.39439 0.15667 -0.95 0.56 -1.12 0.4283
N 1.00736 1.74793 -0.30517 0.56 0.19 2.47 0.0985
N 3.43818 0.01457 -0.05026 -0.08 -1.20 -0.14 0.3526
O 4.24066 -0.83066 -0.26207 1.82 -0.35 -0.08 0.0617
O 3.57667 1.16481 0.23297 1.70 2.36 0.64 0.0838
H -0.72068 -2.21225 0.99054 0.65 0.08 -0.35 0.0201
H -0.86018 -2.03871 -0.75837 0.11 -0.79 -0.42 0.0192
H -1.02892 0.16729 -0.92071 0.56 -0.20 1.67 0.0271
H -1.19890 0.28586 0.94022 0.34 -0.47 -0.80 0.0175
H 1.90549 1.76184 -0.80233 -0.22 -0.52 0.16 0.0050
H 1.29761 2.35340 0.56483 -1.10 -1.50 -1.77 0.0212
```
Positions in Å, forces in eV/Å.

Its net charge is 0. The largest force on an atom is 5.2 eV Å⁻¹. The calculation puts the HOMO energy (spin up / spin down) at -5.25 / -8.88 eV. As for the relative energy (zero: lowest compared OMol25 entry of this formula, charge and spin): 91.2 kcal per mole. Its total energy is -487.06951 a.u. As for the spin multiplicity: 3. The value obtained for the HOMO-LUMO gap (spin up / spin down) is 0.21178 / 0.20918 Eh.



Look up the net charge of the second one. 0



The lowest total energy belongs to which entry? number 5